# 1
Entry from the Open Molecules 2025 dataset: a structure of composition C41H39AsF15GeMnN4SSi2 (ωB97M-V/def2-TZVPD).

Computed properties:
Gap between HOMO and LUMO (spin up / spin down)   5.78 / 5.69 eV
Calculated total energy   -265125.35868 eV
Energy above the lowest of the compared OMol25 structures with the same formula, charge and spin   108.4 kcal/mol
Lowest unoccupied orbital energy (spin up / spin down)   -4.630 / -4.967 eV

```
! RIJCOSX wB97M-V def2-TZVPD def2/J DEFGRID3
* xyz 1 4
N -17.577 -14.330 -1.121
C -18.100 -6.780 -2.812
C -16.148 -8.971 -7.538
C -16.900 -14.770 2.641
H -17.568 -8.114 1.580
H -14.713 -11.194 3.383
F -12.462 -7.017 -1.781
F -19.837 -3.691 -3.407
C -18.835 -12.628 -7.534
F -19.199 -9.144 -5.656
C -19.593 -13.133 2.631
C -23.201 -13.915 -4.873
C -18.364 -13.014 -6.262
H -17.571 -15.561 2.855
C -17.193 -12.107 4.307
C -22.363 -14.483 -5.790
H -23.266 -12.437 -3.237
Ge -16.562 -8.770 -4.492
C -17.053 -13.573 -6.162
F -18.410 -10.076 -10.269
F -14.905 -8.488 -7.503
H -16.912 -8.323 0.022
H -20.446 -14.478 -6.750
C -17.025 -9.005 -6.443
H -14.892 -10.024 -1.000
H -19.980 -13.609 3.557
H -14.935 -12.922 -3.715
H -16.027 -14.766 3.389
H -13.632 -9.444 0.097
F -16.553 -5.845 -5.934
C -17.505 -5.944 -4.971
H -15.642 -14.823 -7.183
H -15.944 -7.520 1.273
H -20.529 -10.015 -4.353
C -14.442 -10.189 0.000
Si -15.748 -10.027 1.444
H -16.028 -15.776 -5.168
H -20.027 -11.743 -1.261
H -14.045 -11.230 0.013
C -17.751 -13.621 -2.054
F -18.382 -3.913 -5.736
F -17.850 -7.523 -1.729
C -15.099 -13.211 -4.754
H -18.376 -12.491 -9.690
H -22.029 -9.861 -3.267
C -14.177 -8.075 -2.980
S -17.226 -10.333 -3.077
H -16.170 -12.270 4.641
F -15.915 -9.059 -9.878
C -18.938 -4.679 -3.579
H -14.005 -9.630 3.192
C -22.677 -12.934 -4.049
H -15.591 -9.746 3.947
H -16.428 -14.953 1.636
C -11.914 -8.093 -3.834
C -16.431 -14.094 -7.314
H -14.360 -13.979 -5.041
F -10.611 -7.738 -3.834
C -21.355 -12.575 -4.128
H -17.495 -14.501 -0.139
C -20.971 -12.071 -1.771
C -16.595 -15.078 -4.430
H -21.076 -13.153 -1.761
H -19.814 -13.829 1.786
C -12.286 -9.036 -4.777
H -17.687 -15.322 -4.354
C -18.352 -9.269 -6.693
C -18.026 -12.888 -8.701
C -16.909 -13.663 -8.533
F -14.978 -7.681 -1.995
Si -17.712 -12.951 2.782
H -24.256 -14.224 -4.877
C -21.072 -14.069 -5.976
F -11.317 -9.673 -5.451
C -14.985 -10.152 3.155
N -19.126 -12.944 -5.103
H -22.767 -15.260 -6.387
H -16.235 -15.084 -3.397
H -20.342 -9.826 -2.622
C -14.570 -8.783 -4.097
F -20.114 -10.066 -8.073
C -20.471 -13.136 -5.091
C -17.961 -9.714 -9.040
H -16.461 -14.021 -9.391
H -21.767 -11.562 -1.214
C -18.821 -9.635 -7.926
H -19.803 -12.215 -7.628
C -18.751 -5.580 -2.547
H -17.268 -11.033 4.223
C -16.604 -8.338 1.089
Mn -17.925 -12.578 -3.662
F -13.890 -10.431 -5.758
F -19.205 -5.276 -1.312
C -18.257 -4.820 -4.770
C -17.500 -6.999 -4.031
N -20.815 -11.713 -3.186
N -16.497 -13.711 -4.866
C -16.655 -9.272 -8.806
H -20.126 -12.207 2.475
C -21.013 -10.297 -3.409
As -17.296 -11.666 0.847
C -13.622 -9.384 -4.911
C -12.837 -7.715 -2.866
H -17.907 -12.508 5.054
H -14.911 -12.323 -5.395
*
```

Results of the Löwdin charge analysis, in e, for atoms 1 through 2:
1 N 0.1997
2 C -0.2391



# 2
Entry from the Open Molecules 2025 dataset: a structure of composition C41H39ClF3N2O2S4Sb2W (ωB97M-V/def2-TZVPD).

Computed properties:
Gap between HOMO and LUMO (spin up / spin down)   5.48 / 5.89 eV
Calculated total energy   -129145.32363 eV
Energy above the lowest of the compared OMol25 structures with the same formula, charge and spin   10.4 kcal/mol
Lowest unoccupied orbital energy (spin up / spin down)   1.276 / 1.131 eV

```
! RIJCOSX wB97M-V def2-TZVPD def2/J DEFGRID3
* xyz -1 3
C 4.552 -1.950 1.649
H 0.867 -0.809 4.714
H -2.222 4.337 1.534
H -2.245 -5.273 4.102
C -0.062 -2.533 1.955
Sb 2.171 0.349 -2.519
C 2.227 0.818 4.316
S 1.361 -0.513 -4.420
H 0.960 -2.548 1.596
C 6.457 2.179 2.533
H -0.309 -1.425 -2.498
C -2.179 -1.623 1.731
C -1.380 3.650 1.414
H 0.215 -4.048 3.412
H 5.423 3.723 -0.314
C 1.447 1.719 6.826
H 0.229 -0.029 6.963
H -4.925 -1.166 1.858
C -2.681 -2.432 2.740
C -0.497 -3.365 2.964
C 3.318 -2.428 3.637
C 4.236 1.448 1.919
C -5.104 0.390 0.397
C -2.831 -5.024 -0.535
H -6.989 1.203 -0.198
C -1.783 -2.546 -1.474
C -1.455 -4.806 -0.586
C 6.444 3.013 1.428
H 5.964 -3.468 1.036
C 1.321 0.100 5.097
C 3.975 -3.645 3.773
C 2.695 2.027 4.827
H -2.286 1.311 3.809
H -6.931 0.683 1.490
C -3.041 0.980 -0.668
H 0.111 -3.433 -1.074
Cl -4.312 -1.731 -2.196
C 5.222 -3.159 1.760
H -4.746 -4.182 -1.033
C 0.931 0.528 6.358
W -0.189 -0.165 -0.103
C -3.032 -0.658 0.974
C -3.675 -4.037 -1.006
C 5.381 3.088 0.559
C -4.397 -0.533 1.160
F 5.561 -5.169 2.939
H -6.691 -1.206 -0.570
H 2.683 3.422 6.482
O -3.638 -3.907 4.813
H -3.715 -2.379 3.039
H 7.325 2.152 3.177
S 4.080 1.533 -2.620
O -7.167 -0.837 0.186
C -0.959 -3.607 -1.049
H 5.343 0.722 3.621
H -4.906 1.901 -1.126
C -1.156 -1.249 -1.835
H -3.238 -5.955 -0.164
C 4.265 2.299 0.820
C -6.604 0.433 0.479
H -1.103 2.603 3.980
H 3.433 2.344 0.127
H 3.774 -4.317 4.596
F 7.538 3.777 1.196
C 5.343 1.391 2.767
H -2.802 2.998 3.681
C -4.401 1.171 -0.507
H -0.767 -5.578 -0.264
H -3.936 -4.512 5.497
N -0.884 -1.657 1.355
C -1.826 -3.321 3.375
F 1.071 2.156 8.052
C -2.307 -4.239 4.463
H 2.591 -2.159 4.393
H -0.449 0.624 2.512
C 4.915 -3.983 2.823
S 1.770 -1.297 -0.731
Sb 2.508 0.263 2.242
H 3.380 2.633 4.247
H -1.637 -4.147 5.327
H -2.445 1.537 -1.382
H -1.851 -0.579 -2.342
C -3.144 -2.841 -1.476
H -0.528 4.060 1.964
N -2.376 0.077 0.056
H -2.654 1.964 1.447
H 0.343 1.877 1.571
C 3.592 -1.560 2.584
S 0.489 1.676 -1.360
H -1.101 3.625 0.358
H 4.785 -1.305 0.808
C -1.717 2.253 1.931
C 2.318 2.486 6.082
C -0.571 1.273 1.629
C -2.000 2.297 3.433
*
```

Results of the Löwdin charge analysis, in e, for atoms 1 through 2:
1 C -0.1262
2 H 0.0831



# 3
Entry from the Open Molecules 2025 dataset: a structure of composition C41H40Cl3N12NaO9 (ωB97M-V/def2-TZVPD).

Computed properties:
Gap between HOMO and LUMO   5.72 eV
Calculated total energy   -121461.40281 eV
Energy above the lowest of the compared OMol25 structures with the same formula, charge and spin   15.8 kcal/mol
Lowest unoccupied orbital energy   3.012 eV

```
! RIJCOSX wB97M-V def2-TZVPD def2/J DEFGRID3
* xyz -2 1
H 5.592 -7.039 -3.733
H 5.015 -2.672 -1.834
N -0.753 -4.369 2.549
C 2.131 2.196 1.467
C 0.088 3.508 1.411
C 0.656 -8.161 0.957
C 5.534 -6.035 -3.308
H 1.958 -4.049 0.728
H 2.701 2.274 -1.751
O 6.026 -4.471 -1.030
C 2.640 -6.547 2.013
C 3.317 7.338 -1.765
C -3.453 -0.296 0.318
C 2.938 1.000 1.422
C 4.742 5.674 -0.755
H 4.265 -7.312 -0.359
C 2.388 -4.866 0.140
C 3.907 -4.624 0.010
H 4.894 -8.149 -1.769
H 5.669 5.408 -0.266
H 0.049 -2.455 -3.106
H 1.422 6.642 -2.467
Na -0.397 0.032 -1.132
C -3.302 -0.332 -1.960
C 4.636 -4.696 -1.350
H 3.918 3.710 -0.597
H 5.967 -7.134 -0.830
H -0.224 5.298 -1.828
N 0.066 -0.840 2.649
C -6.895 -1.304 -0.982
O 2.591 -0.159 1.265
C 3.767 4.718 -0.953
H -0.128 -8.787 0.556
H 4.562 -3.602 -3.256
Cl 0.876 -10.012 2.927
H -0.798 -5.100 1.849
Cl -1.632 3.590 1.223
C 2.297 -7.722 2.665
H 1.879 -4.808 -0.819
C 1.731 2.735 -1.810
N 0.602 2.112 -1.941
C -0.366 3.089 -1.990
C 1.309 -8.524 2.121
H -0.206 -2.412 3.913
H 4.146 -3.633 0.401
H 4.436 -5.318 0.669
N 2.044 -3.166 -3.051
H 6.319 -5.205 -0.479
H 0.856 -0.697 2.022
N -2.707 -0.145 -0.776
N 3.003 -2.890 -2.132
N -0.727 -2.697 0.823
H -0.750 -0.508 2.140
C 2.019 -6.161 0.827
C -4.781 -0.673 0.298
H 3.148 8.358 -2.080
H 3.894 3.329 1.962
H -5.097 -0.798 -3.043
C -2.434 -0.129 -3.215
H 4.017 1.209 1.609
O 0.050 1.236 0.795
C 2.824 3.380 1.792
C 4.335 -3.440 -2.205
C 1.000 -2.500 -2.602
H 3.406 -5.917 2.450
C 4.523 6.991 -1.158
O -7.443 -1.449 0.131
O -0.826 -4.830 0.038
O -3.010 0.302 -4.220
C 1.014 -6.981 0.322
C 4.550 -6.053 -2.129
C 0.783 4.637 1.716
C 0.203 4.315 -1.885
C 2.179 4.575 1.892
N 1.567 4.097 -1.758
H 3.247 -7.201 -3.389
C 3.162 -6.357 -2.700
C 5.534 7.986 -0.947
H 6.534 -5.730 -3.000
H 0.265 5.580 1.824
C 0.709 2.203 1.204
H 3.069 -1.659 -0.381
Cl 3.064 6.049 2.226
H -0.309 -4.588 3.425
H -5.356 -0.806 1.205
C -5.407 -0.882 -0.927
H 2.458 -6.652 -1.928
O -7.381 -1.435 -2.119
H 5.199 -5.374 -4.106
H 2.786 -8.013 3.584
C 2.505 -2.051 -1.213
C 2.561 5.063 -1.564
H 2.744 -5.516 -3.251
N 1.241 -1.806 -1.457
H 0.480 -6.677 -0.568
N -1.076 -3.623 -0.126
C 2.346 6.378 -1.973
O -1.209 -0.412 -3.091
N 6.348 8.783 -0.778
C -0.525 -3.126 2.047
H -2.952 -0.094 1.262
H -1.407 2.835 -2.080
N -0.069 -2.207 2.936
O -1.602 -3.191 -1.114
C 4.943 -7.215 -1.206
C -4.645 -0.682 -2.069
*
```

Results of the Löwdin charge analysis, in e, for atoms 1 through 2:
1 H 0.0827
2 H 0.1390



# 4
Entry from the Open Molecules 2025 dataset: a cluster of 2 separate species, C41H40F6N2O2P in total (ωB97M-V/def2-TZVPD).

Computed properties:
Gap between HOMO and LUMO   5.17 eV
Calculated total energy   -75828.83563 eV
Energy above the lowest of the compared OMol25 structures with the same formula, charge and spin   0.0 kcal/mol
Lowest unoccupied orbital energy   -4.516 eV

```
! RIJCOSX wB97M-V def2-TZVPD def2/J DEFGRID3
* xyz 1 1
H -8.675 0.891 6.030
C -3.112 -4.189 -4.123
C -10.094 -2.158 8.215
H -8.803 -3.425 1.830
H 1.233 0.670 1.763
H -8.778 3.298 5.457
C -7.041 -2.163 3.163
C -3.069 -1.629 0.349
H -0.546 -0.638 0.659
C -3.210 -0.769 1.478
H -7.389 -5.105 0.701
H -2.188 -1.896 9.322
C -7.626 -4.152 0.216
H -6.917 4.376 4.198
C -3.806 -1.472 -0.864
H -1.013 -5.719 -2.559
H -3.913 -3.451 -4.174
H 0.141 1.178 6.250
H -10.947 -2.408 8.849
F 0.703 -1.268 5.253
H -3.651 -3.794 8.626
H -8.738 -2.990 5.205
C 0.069 0.950 3.591
N -2.708 -4.434 -2.745
O -8.158 -1.618 3.262
F 2.779 -0.683 5.670
C -2.103 -0.189 2.149
H -5.485 -3.424 7.003
C -3.636 -2.343 -1.920
C -4.853 -2.590 7.313
C -2.821 -3.497 -1.770
H -1.440 -4.536 -0.452
C -9.154 -1.215 8.635
H 1.914 1.622 6.249
C -5.741 2.569 4.106
H -4.865 0.600 4.109
H -3.309 0.478 3.808
H 2.283 2.285 2.960
H -2.534 -6.445 -3.193
H -4.465 -0.616 -0.985
H -7.314 -0.200 8.178
C -9.931 -2.796 6.987
P -6.435 -1.143 5.576
C -2.115 -5.722 -2.484
H -9.270 -0.708 9.591
O -6.748 -2.964 2.095
H -4.216 -0.487 1.807
C -4.252 -0.243 7.159
F -1.517 -2.475 -4.232
C -2.998 -1.731 8.608
C -6.693 0.618 5.205
H -2.559 0.365 8.343
C -1.915 -3.651 -4.841
C 1.476 -0.451 6.051
C -5.991 -2.031 4.146
C -0.770 -0.142 1.601
H -2.382 -6.025 -1.466
H 3.070 0.803 3.593
C -8.053 -0.922 7.828
C -3.208 -0.463 8.064
C -7.904 2.715 5.171
C 0.254 0.530 2.241
C -7.840 1.363 5.518
C -7.892 -1.552 6.580
H -4.418 0.753 6.750
C -2.145 -2.708 0.421
C -2.299 0.445 3.405
H -10.645 -3.537 6.638
H -5.015 -2.461 3.961
C -5.687 1.218 4.445
H -6.792 -3.847 -0.425
C -8.840 -2.497 6.167
C -2.090 -3.667 -0.561
F -0.855 -4.520 -4.700
H -4.909 3.015 3.565
F -2.085 -3.406 -6.161
C -1.253 0.964 4.128
C 2.422 1.664 3.854
H -1.496 -2.811 1.293
H -8.518 -4.293 -0.396
H -3.414 -5.153 -4.543
C -3.818 -2.796 8.225
C 1.127 0.988 5.818
H -1.434 1.425 5.101
C -5.084 -1.310 6.786
C -6.860 3.323 4.473
H -4.144 -2.155 -2.872
H -8.154 -2.138 0.775
N 1.139 1.238 4.379
C -7.927 -3.103 1.250
F 1.321 -0.870 7.335
H 2.927 2.265 4.627
*
```

Results of the Löwdin charge analysis, in e, for atoms 1 through 2:
1 H 0.1086
2 C -0.0318